The following is a quantum chemistry calculation of a cluster of 5 separate species, C18H38NO6S in total, from the Open Molecules 2025 dataset.

Output
Energy above the lowest of the compared OMol25 structures with the same formula, charge and spin   0.0 kJ/mol
Charge   +1

Each line ends with the Löwdin charge.
Geometry (Å):
S: 1.6472 -0.7418 -0.9359  0.9135
O: -1.6487 -0.1940 2.1047  -0.0671
O: -2.4295 -0.7830 -0.9462  -0.0711
O: 3.2404 -0.7600 -0.2675  -0.3697
O: -5.2138 -2.3123 -4.7254  -0.0675
O: 2.6114 0.0400 1.7221  0.1138
O: 4.8030 2.7531 1.4625  -0.0589
N: 6.2911 -2.7905 3.0965  0.1174
C: -3.6074 1.2875 -0.4941  -0.0588
C: 3.9425 3.7888 1.9537  -0.4790
C: 3.5632 3.5090 3.3996  -0.0553
C: -3.1392 0.3038 -1.5564  -0.4874
C: -5.5585 -3.4578 -6.8299  -0.0625
C: -5.2135 -2.1449 -6.1444  -0.4957
C: -1.3103 0.4980 3.3096  -0.4843
C: -3.8666 -1.6105 -6.6081  -0.0636
C: 3.3131 -0.6490 1.0518  -0.5732
C: 4.3766 -1.4520 1.7281  -0.0552
C: 5.1190 -0.7909 2.6950  0.0752
C: -4.3042 -0.2299 -2.3734  -0.0576
C: 4.6171 -2.7831 1.4411  0.0704
C: 0.1972 0.4988 3.4807  -0.0726
C: 6.0920 -1.4929 3.3754  0.0243
C: 5.5939 -3.4468 2.1568  0.0160
C: -1.8746 1.9096 3.2824  -0.0560
C: 2.7131 3.9071 1.0679  -0.0496
H: 0.9211 -1.0731 0.1508  -0.1061
H: -2.7641 1.6650 0.0865  0.0605
H: 4.0573 -3.2973 0.6800  0.1450
H: 6.6999 -1.0332 4.1329  0.1518
H: -2.4234 0.7953 -2.2174  0.1358
H: -3.6353 -0.6693 -6.1076  0.0750
H: 0.6642 1.0136 2.6416  0.0532
H: -3.0703 -2.3184 -6.3609  0.0804
H: -4.8399 0.5786 -2.8718  0.0883
H: -6.5251 -3.8259 -6.4860  0.0799
H: 2.9329 4.3003 3.8051  0.0852
H: -3.9608 -0.9300 -3.1288  0.0554
H: 4.9364 0.2474 2.9123  0.1318
H: -4.2892 0.7980 0.2055  0.0881
H: -4.8126 -4.2206 -6.5898  0.0807
H: 3.0025 4.1043 0.0357  0.0840
H: -1.7726 -0.0626 4.1228  0.1399
H: -5.0091 -0.7655 -1.7317  0.0898
H: -5.9895 -1.4089 -6.3562  0.1384
H: 2.1449 2.9715 1.0775  0.0701
H: -2.9562 1.8859 3.1501  0.0820
H: 4.4563 3.4251 4.0211  0.0789
H: -4.5375 -2.9628 -4.5079  0.0860
H: -3.8557 -1.4432 -7.6857  0.0804
H: 4.2941 1.9370 1.4949  0.0373
H: -4.1241 2.1356 -0.9444  0.0840
H: -1.4541 2.4725 2.4438  0.0790
H: -5.5955 -3.3419 -7.9137  0.0809
H: -3.0374 -1.2373 -0.3527  0.0869
H: -1.2632 0.2827 1.3609  0.0604
H: -1.6483 2.4458 4.2049  0.0812
H: 2.0587 4.7110 1.4054  0.0854
H: 4.5241 4.7085 1.8989  0.1407
H: 0.5783 -0.5237 3.4919  0.0743
H: 0.5032 0.9946 4.4043  0.0843
H: 3.0163 2.5626 3.4727  0.0671
H: 6.9946 -3.2955 3.6196  0.1883
H: 5.8249 -4.4824 1.9888  0.1498

The following is a quantum chemistry calculation of a cluster of 2 separate species, C4H6O4 in total, from the Open Molecules 2025 dataset.

Output
Energy above the lowest of the compared OMol25 structures with the same formula, charge and spin   582.1 kJ/mol
Charge   0

Each line ends with the Löwdin charge.
Geometry (Å):
O: 0.7730 -1.4924 -1.2363  0.0716
O: -1.5874 0.5274 -0.2098  -0.0051
O: -0.7852 -2.2479 0.1747  0.1062
O: 0.9264 1.0455 -1.3253  -0.1573
C: -0.0345 -1.3289 -0.0819  -0.4658
C: 0.2795 -0.1866 0.9212  -0.0712
C: 0.6881 1.0616 0.1881  -0.2175
C: -0.6171 0.9012 0.7007  -0.3383
H: -0.2128 0.2182 -1.5187  0.3262
H: -1.0439 1.5488 1.3971  0.1456
H: 1.2912 -0.6959 -1.3101  0.0490
H: -1.9930 -0.3797 0.0172  0.1599
H: 1.0236 -0.8501 1.6158  0.2246
H: 1.2921 1.8789 0.6675  0.1722

The following is a quantum chemistry calculation of the molecule C6H7N3O, from the Open Molecules 2025 dataset.

Output
Energy above the lowest of the compared OMol25 structures with the same formula, charge and spin   209.5 kJ/mol
Charge   0
SMILES string   CC(=O)Nc1ncccn1

Each line ends with the Löwdin charge.
Geometry (Å):
O: 3.1850 -0.7969 -0.1924  0.0452
N: -0.6329 0.9188 -0.1562  0.1221
N: 1.0181 -0.7492 -0.0140  0.1199
N: -1.2260 -1.3288 0.0998  0.1406
C: 2.2203 -0.0709 -0.0286  -0.6088
C: -1.8819 1.2811 -0.1598  -0.1473
C: -0.3649 -0.2887 -0.0495  -0.3841
C: -2.8755 0.3389 -0.0185  -0.0698
C: 2.2942 1.3171 0.2539  -0.0473
C: -2.4186 -0.9426 0.1040  -0.2071
H: 3.2628 1.7358 0.4267  0.0591
H: -4.0610 0.5678 0.0560  0.1570
H: 1.8260 1.6744 1.3281  0.1461
H: 1.0098 -1.9742 -0.0298  0.2632
H: -2.9667 -1.7037 0.5207  0.0925
H: -2.2309 2.5037 -0.2108  0.1762
H: 1.7239 1.8779 -0.6695  0.1425

The following is a quantum chemistry calculation of the molecule CH8O3SSi2, from the Open Molecules 2025 dataset.

Output
Energy above the lowest of the compared OMol25 structures with the same formula, charge and spin   130.0 kJ/mol
Charge   0

Each line ends with the Löwdin charge.
Geometry (Å):
S: 0.0437 0.8784 0.4896  0.7228
Si: -0.5462 -0.5154 -2.0089  0.5479
Si: -1.3447 -0.5374 1.9315  0.3682
O: -1.1518 -1.7164 1.0380  -0.4810
O: -0.3203 0.8279 -1.1160  -0.5655
O: 0.1517 2.2610 0.9498  -0.4003
C: 1.7391 0.3258 0.2188  -0.1847
H: -0.8370 -0.4199 3.3417  -0.0413
H: 0.3930 -0.1039 -3.0455  -0.0563
H: -0.1596 -1.7557 -1.1455  -0.0150
H: -1.9447 -0.7071 -2.6952  -0.0384
H: 2.3711 0.9257 0.9396  0.0935
H: -2.1907 0.6436 1.7921  -0.0579
H: 1.9562 0.6138 -0.8419  0.0731
H: 1.8401 -0.7205 0.1521  0.0350

The following is a quantum chemistry calculation of a cluster of 2 separate species, C5H10N in total, from the Open Molecules 2025 dataset.

Output
Energy above the lowest of the compared OMol25 structures with the same formula, charge and spin   244.6 kJ/mol
Charge   +1

Each line ends with the Löwdin charge.
Geometry (Å):
N: -0.1423 -1.2059 -0.4405  0.2573
C: 0.4078 -1.2143 0.7395  -0.1167
C: 0.7861 -2.3643 1.4334  -0.0373
C: -0.3891 2.4892 -0.6077  -0.1517
C: 0.5852 3.2794 -0.3243  0.0302
C: -1.3096 1.5974 -0.9433  -0.0403
H: -1.8965 1.2003 -0.1623  0.0501
H: 1.5434 2.8946 -0.3366  0.0432
H: 0.5086 4.3325 -0.0506  0.0875
H: 1.8383 -2.1151 1.9540  0.1739
H: -0.4441 -0.3950 -0.8660  0.0428
H: 0.5404 -0.1656 1.2211  0.1942
H: -0.0034 -2.4459 2.1665  0.1199
H: 0.9772 -3.2803 0.8258  0.1225
H: -0.1255 -2.0658 -0.9385  0.1479
H: -1.3853 1.2105 -1.9598  0.0764

The following is a quantum chemistry calculation of a cluster of 11 separate species, C44H63N11 in total, from the Open Molecules 2025 dataset.

Output
Energy above the lowest of the compared OMol25 structures with the same formula, charge and spin   230.0 kJ/mol
Charge   0
SMILES string   c1cc[nH]c1.c1cc[nH]c1.c1cc[nH]c1.c1cc[nH]c1.c1cc[nH]c1.c1cc[nH]c1.c1cc[nH]c1.CCCC#N.CCCC#N.CCCC#N.CCCC#N

Each line ends with the Löwdin charge.
Geometry (Å):
N: 16.7647 -6.7617 -15.2906  -0.0429
N: 13.5949 0.7505 -11.2712  0.0120
N: 14.0769 -4.2179 -24.8285  -0.0411
N: 12.7658 0.8830 -19.0164  0.1277
N: 7.5282 8.1687 -24.8436  -0.0335
N: 4.2979 3.7873 -17.3007  0.0188
N: 10.1949 14.3224 -20.4414  0.0055
N: 16.0968 5.8954 -26.2889  0.1260
N: 13.2943 -0.9882 -30.0773  -0.0048
N: 14.3486 8.1981 -11.7886  0.1295
N: 21.3969 -1.7597 -21.0399  0.1251
C: 12.6602 -1.1166 -10.3902  -0.1480
C: 7.2863 6.5188 -23.4797  -0.1281
C: 17.3010 -8.0360 -15.2104  -0.1303
C: 13.4132 8.8996 -11.9324  -0.2383
C: 13.0698 -4.0385 -23.8911  -0.0814
C: 5.4785 4.4055 -16.8116  -0.1335
C: 13.2217 4.3797 -19.6808  -0.2753
C: 14.6324 -1.0762 -29.5957  -0.0883
C: 13.8419 -4.2717 -22.6885  -0.1227
C: 16.8770 -8.7415 -16.3570  -0.0851
C: 16.1555 -6.4666 -16.4690  -0.1220
C: 13.3934 0.3297 -28.3025  -0.1466
C: 17.4672 6.2077 -29.9086  -0.1385
C: 12.1888 11.0929 -11.2221  -0.2318
C: 12.8148 1.8676 -19.6204  -0.2413
C: 12.3431 4.9391 -18.5728  -0.0986
C: 8.0674 6.0960 -24.5278  -0.1419
C: 15.9884 6.2871 -30.0163  -0.2698
C: 15.2143 -4.6141 -22.9268  -0.1035
C: 19.3344 -0.2308 -20.3097  -0.2423
C: 20.5187 -1.0905 -20.6764  -0.1916
C: 12.9941 -0.4659 -11.5922  -0.1235
C: 18.9266 -0.0898 -18.9256  -0.2900
C: 10.7549 15.0268 -19.3764  -0.1148
C: 14.6514 -0.2991 -28.3979  -0.1025
C: 15.8122 6.2507 -27.3777  -0.2149
C: 11.8276 13.0271 -19.5410  -0.1142
C: 12.5980 -0.1140 -29.2990  -0.1743
C: 11.7300 14.1931 -18.8662  -0.1656
C: 13.8530 0.7078 -9.8906  -0.1133
C: 7.1478 7.9035 -23.5874  -0.1342
C: 13.2359 -0.4436 -9.3824  -0.1514
C: 15.4310 6.7756 -28.7050  -0.2078
C: 5.8574 3.7501 -15.6510  -0.1380
C: 10.8746 13.1542 -20.5418  -0.1566
C: 20.0442 0.4314 -18.0121  -0.0921
C: 16.0757 -7.7524 -17.0760  -0.1152
C: 15.3459 -4.4080 -24.2922  -0.1448
C: 8.1160 7.0949 -25.4991  -0.0976
C: 3.9432 2.9012 -16.2658  -0.1588
C: 13.5662 11.7727 -11.0516  -0.1180
C: 12.8087 3.1250 -20.4054  -0.1909
C: 12.3005 9.8363 -12.1645  -0.1847
C: 4.9037 2.7486 -15.2804  -0.0905
H: 8.5450 7.1799 -26.4866  0.1010
H: 15.4791 7.8622 -28.6327  0.1229
H: 15.8016 6.9577 -30.8551  0.1172
H: 13.3774 -4.3034 -21.7140  0.0719
H: 7.3278 9.0054 -25.3728  0.1461
H: 5.8708 5.2683 -17.3292  0.0947
H: 12.7207 -0.7424 -12.5998  0.0977
H: 11.3108 4.7011 -18.8295  0.0747
H: 13.8301 1.4673 -11.9428  0.1410
H: 14.0686 11.9211 -12.0074  0.0693
H: 12.6425 4.4499 -17.6458  0.0733
H: 2.9870 2.3990 -16.2696  0.0949
H: 16.0397 -5.0107 -22.3541  0.0891
H: 15.3069 -1.7579 -30.0925  0.0899
H: 12.0417 -3.8377 -24.1538  0.0962
H: 10.6268 12.4993 -21.3640  0.1033
H: 6.5103 8.5808 -23.0384  0.1054
H: 3.7676 4.1358 -18.0866  0.1353
H: 17.9393 -8.3499 -14.3978  0.0979
H: 12.1657 10.7185 -10.1987  0.0971
H: 17.7907 5.5452 -29.1058  0.0785
H: 19.4427 0.7513 -20.7699  0.1195
H: 12.4319 5.9949 -18.3168  0.0731
H: 13.1317 0.9582 -27.4641  0.0939
H: 14.1065 11.0998 -10.3858  0.0761
H: 18.0268 7.1422 -29.8662  0.0824
H: 4.9649 2.0520 -14.4574  0.0925
H: 13.2116 -0.8056 -8.3652  0.0951
H: 9.2550 14.5172 -20.7557  0.1472
H: 12.0534 -2.0073 -10.4600  0.0948
H: 14.3707 6.5229 -28.6978  0.1129
H: 8.4906 5.1052 -24.6020  0.0915
H: 15.5046 -7.8876 -17.9826  0.0717
H: 14.3694 1.4790 -9.3384  0.0955
H: 15.6983 -5.5303 -16.7535  0.1042
H: 11.5644 0.1630 -29.4452  0.1076
H: 13.9713 -4.0971 -25.8257  0.1351
H: 13.3121 5.1151 -20.4803  0.1062
H: 12.6154 10.0671 -13.1822  0.1144
H: 18.5095 -0.5979 -20.9204  0.1194
H: 11.3113 9.3951 -12.0422  0.1117
H: 15.4802 -0.1204 -27.7289  0.0857
H: 13.4984 12.8165 -10.7450  0.0694
H: 20.6503 -0.4566 -17.8329  0.0750
H: 18.1162 0.6379 -18.8822  0.1142
H: 12.3985 14.3975 -18.0429  0.0955
H: 17.8119 5.7740 -30.8474  0.0739
H: 13.4402 2.7093 -21.1906  0.1205
H: 19.7474 0.9194 -17.0837  0.0690
H: 17.2587 -9.7224 -16.5992  0.0806
H: 12.9116 -1.3687 -30.9310  0.1400
H: 20.6372 1.2161 -18.4820  0.0761
H: 15.6444 5.2774 -30.2404  0.1171
H: 6.6764 4.1125 -15.0474  0.0846
H: 14.2320 4.3032 -19.2790  0.1100
H: 16.2303 -4.4274 -24.9118  0.1008
H: 11.2833 11.6585 -11.4418  0.1053
H: 11.7643 3.2014 -20.7078  0.1207
H: 7.0002 5.8174 -22.7098  0.0914
H: 16.9524 -5.9468 -14.7243  0.1413
H: 18.5358 -1.0867 -18.7218  0.1175
H: 12.4667 12.1705 -19.3853  0.0998
H: 10.3857 15.9515 -18.9580  0.1000

| no. | E (eV) | M (g/mol) | frontier orbital gap (eV) |
| --- | --- | --- | --- |
| 1 | -43885.0730 | 396.570 | 6.304 |
| 2 | -12430.1392 | 118.088 | 10.623 |
| 3 | -12850.9054 | 137.142 | 9.902 |
| 4 | -33897.9689 | 156.311 | 9.969 |
| 5 | -6827.6664 | 84.142 | 8.308 |
| 6 | -63032.0652 | 746.065 | 8.142 |